Here is a molecular structure, C33H36FLiN4O9S2 in a non-equilibrium geometry from OMol25. Energies are from ωB97M-V/def2-TZVPD.

Calculated values
* E: -3079.26485 a.u.
* Kohn-Sham gap: 5.431 eV

```
! wB97M-V def2-TZVPD RIJCOSX def2/J DEFGRID3
* xyz -2 1
Li 2.10419 -1.17507 0.38657
C -3.20931 3.81506 1.10723
C -2.63394 3.88886 -0.30416
C -3.75252 3.63552 -1.31283
C -3.22573 3.80075 -2.73024
C -2.01974 2.91641 -2.91489
C -1.62651 2.53610 -4.18712
C -0.53819 1.69350 -4.34570
F -0.16369 1.37327 -5.61460
C 0.12741 1.15951 -3.27653
C -0.26703 1.51934 -1.98710
C 0.38993 0.88893 -0.82344
O 0.91905 -0.21028 -0.91720
C 0.30850 1.70444 0.36744
C -0.63867 2.65186 0.46200
N -1.56986 2.91413 -0.52006
C -1.29871 2.45592 -1.80034
C 1.35940 1.55867 1.48946
O 1.50260 2.55672 2.21508
O 1.94650 0.46046 1.52424
H -4.05124 4.50356 1.18213
H -2.48427 4.08247 1.87128
H -3.56207 2.80294 1.30497
H -2.23473 4.90165 -0.47051
H -4.57435 4.32789 -1.12031
H -4.12057 2.61440 -1.18007
H -2.97167 4.85223 -2.90291
H -3.99389 3.53323 -3.46012
H -2.15625 2.90321 -5.05640
H 0.96316 0.48312 -3.38906
H -0.67481 3.25445 1.35785
C -3.20080 0.26329 4.01638
C -1.91729 -0.47975 3.74382
C -1.43145 -0.58136 2.44544
C -0.29546 -1.32485 2.17436
C 0.38609 -1.94955 3.20222
C -0.07729 -1.84003 4.50218
C -1.22452 -1.10930 4.77215
S 1.73366 -3.08999 2.84844
O 1.00569 -4.29218 2.44062
O 2.44130 -3.27234 4.11856
N 2.59022 -2.38597 1.75171
C 3.75398 -3.10913 1.28969
C 4.11988 -2.73017 -0.15793
O 5.14812 -3.23453 -0.63617
O 3.34302 -1.91506 -0.75037
H -3.36856 1.02721 3.25645
H -3.17178 0.74503 4.99460
H -4.05424 -0.42108 3.99379
H -1.95124 -0.07950 1.63555
H 0.07010 -1.42102 1.16888
H 0.48047 -2.34106 5.28284
H -1.59991 -1.03096 5.78763
H 3.59680 -4.19419 1.31670
H 4.64590 -2.88346 1.89572
C -4.16679 -1.09762 -1.38427
C -2.80613 -1.72296 -1.55273
C -2.05252 -1.47871 -2.69673
C -0.77667 -2.00048 -2.82324
C -0.23854 -2.77821 -1.81013
C -0.99155 -3.05977 -0.68354
C -2.27004 -2.53528 -0.55903
S 1.50508 -3.30838 -1.84649
C 1.15609 -4.38639 -3.35361
O 1.60826 -4.31528 -0.78659
H -4.38105 -0.41911 -2.21061
H -4.20641 -0.53228 -0.45069
H -4.94758 -1.86047 -1.34910
H -2.45673 -0.84786 -3.48154
H -0.18659 -1.77358 -3.70212
H -0.54124 -3.66606 0.09738
H -2.84326 -2.73435 0.33953
H 0.41401 -5.12882 -3.07070
H 2.10038 -4.86585 -3.60373
H 0.80865 -3.77666 -4.18404
C 5.34419 0.87702 2.09148
N 4.67421 0.66034 0.82961
C 4.57780 1.59478 -0.14061
N 5.56872 2.60047 -0.09045
O 3.74479 1.60863 -1.03163
H 5.12141 0.03123 2.73719
H 4.99361 1.79157 2.57977
H 6.43077 0.94114 1.96292
H 3.87161 0.04231 0.88002
H 6.47814 2.27892 0.20580
H 5.59175 3.10844 -0.96005
*
```

Mulliken atomic charge list, values in e, 6 entries: 1.297, -1.563, 0.319, -0.978, -1.252, 1.361